[1]
The following is a DFT calculation (the ωB97M-V functional and the def2-TZVPD basis) of a cluster of 8 separate species, C30H72F2N6O12 in total at a distorted geometry.

Its SMILES is O=C1OC[C@@H](F)O1.O=C1OC[C@@H](F)O1.COC[C@H](C)N.COC[C@H](C)N.COC[C@H](C)N.COC[C@H](C)N.COC[C@H](C)N.COC[C@H](C)N. For the HOMO-LUMO gap, the calculation gives 0.33555 hartree. As for the HOMO energy: -8.699 eV. The total charge is 0.

Positions of all 122 atoms, in Å:
O: 5.66145 3.15047 -1.58719
C: 5.45553 2.13248 -2.25527
O: 4.66113 1.10617 -1.85578
C: 4.60933 0.12239 -2.79216
C: 5.81575 0.40146 -3.68942
F: 5.59910 0.28636 -4.94018
O: 6.12062 1.75129 -3.30173
H: 4.63986 -0.86188 -2.32485
H: 3.68844 0.15057 -3.37463
H: 6.70466 -0.19228 -3.47631
O: -0.18816 4.72107 -3.02026
C: -0.43484 4.63791 -1.82067
O: -0.99046 5.54676 -1.04963
C: -1.26300 5.10160 0.25984
C: -0.14746 4.07864 0.34838
F: -0.52663 3.01158 1.08772
O: -0.25290 3.58781 -1.04977
H: -1.10263 5.95412 0.91983
H: -2.24563 4.63383 0.32102
H: 0.79573 4.44586 0.75292
C: 4.02615 -6.43206 1.34562
O: 3.06269 -5.44165 1.76312
C: 2.86841 -5.48414 3.19365
C: 2.12008 -4.19259 3.68084
C: 2.21194 -4.08817 5.26917
N: 0.71724 -4.18302 3.23874
H: 5.00618 -6.24238 1.78341
H: 4.15451 -6.28869 0.27274
H: 3.63614 -7.44580 1.43686
H: 2.35846 -6.40418 3.47924
H: 3.84337 -5.49507 3.68093
H: 2.56366 -3.30757 3.22471
H: 3.24546 -4.25339 5.57352
H: 1.62379 -4.78932 5.86126
H: 1.95398 -3.12878 5.71765
H: 0.66080 -4.26355 2.23354
H: 0.36180 -3.24460 3.35331
C: -6.01794 2.77308 3.83272
O: -6.35330 1.76311 2.73737
C: -5.59456 0.52870 2.88651
C: -6.00531 -0.65323 1.81435
C: -5.75383 -2.14004 2.22678
N: -5.29540 -0.46751 0.57774
H: -6.95770 3.10932 4.27078
H: -5.37914 3.63126 3.62400
H: -5.46424 2.34334 4.66749
H: -4.51006 0.61992 2.94692
H: -5.94364 0.10661 3.82889
H: -7.04353 -0.56841 1.49342
H: -6.17008 -2.44156 3.18798
H: -4.67926 -2.24530 2.37620
H: -6.10365 -2.71337 1.36828
H: -5.55302 -1.21449 -0.05136
H: -5.68918 0.37518 0.18413
C: -2.03583 -0.50333 0.96214
O: -0.89008 -0.82344 1.70557
C: 0.34204 -0.59620 1.04873
C: 0.59768 -1.26971 -0.30487
C: 0.70661 -2.75388 -0.25314
N: 1.78250 -0.63335 -0.85217
H: -2.63565 -0.30087 1.84945
H: -2.39480 -1.31803 0.33325
H: -1.82205 0.45546 0.48977
H: 0.32509 0.49109 0.97382
H: 1.12221 -0.91159 1.74153
H: -0.12860 -1.05458 -1.08866
H: 0.79947 -3.13688 -1.26940
H: -0.21689 -3.12273 0.19317
H: 1.46415 -3.12998 0.43445
H: 1.64348 -0.56048 -1.84990
H: 1.78783 0.33417 -0.56238
C: -0.98050 1.47467 -3.72161
O: 0.23120 0.74703 -3.66717
C: 0.95677 0.73183 -4.88331
C: 1.34931 -0.72635 -5.20850
C: 0.06168 -1.56071 -5.62255
N: 1.91939 -1.35420 -4.03102
H: -1.39719 1.36465 -2.72042
H: -1.78566 1.06349 -4.33049
H: -0.94178 2.55252 -3.87919
H: 0.30541 1.07826 -5.68568
H: 1.89512 1.28231 -4.81559
H: 2.07003 -0.89918 -6.00774
H: 0.40877 -2.45523 -6.13971
H: -0.56255 -1.01143 -6.32735
H: -0.43313 -1.85999 -4.69859
H: 2.48872 -2.17001 -4.20544
H: 1.07931 -1.69925 -3.58907
C: 6.13852 -2.82375 4.01874
O: 5.38336 -2.32747 2.90453
C: 6.27678 -1.87306 1.85033
C: 5.48535 -0.89352 0.92386
C: 4.68019 0.12374 1.73819
N: 4.40342 -1.60610 0.18646
H: 5.44174 -3.46811 4.55483
H: 6.48546 -2.02239 4.67109
H: 6.96641 -3.46391 3.71394
H: 7.11908 -1.36527 2.32019
H: 6.57010 -2.77123 1.30687
H: 6.29341 -0.60840 0.25019
H: 4.13514 0.72074 1.00702
H: 5.33814 0.75895 2.33124
H: 3.87253 -0.23330 2.37718
H: 3.95440 -1.92558 1.03287
H: 3.69937 -0.96829 -0.15648
C: -7.58001 6.13535 -1.45231
O: -6.30337 5.62906 -1.69895
C: -5.62041 4.79935 -0.75524
C: -4.34524 4.03569 -1.31000
C: -4.56214 3.24456 -2.65011
N: -3.79939 3.09286 -0.35041
H: -7.57057 6.87946 -0.65587
H: -8.27769 5.48238 -0.92793
H: -7.93266 6.52602 -2.40683
H: -5.28392 5.35608 0.11936
H: -6.30958 4.04821 -0.36932
H: -3.64930 4.83411 -1.56748
H: -4.73264 3.95838 -3.45602
H: -5.49233 2.69154 -2.51963
H: -3.82408 2.53923 -3.03203
H: -3.33546 3.57082 0.40881
H: -3.23713 2.31194 -0.65722

Atomic partial charges in e from the Löwdin method, atoms 1 to 2:
1 O 0.12
2 C -0.54


[2]
The following is a DFT calculation (the ωB97M-V functional and the def2-TZVPD basis) of a cluster of 13 separate species, C30H73N8O14 in total at a distorted geometry.

For the HOMO-LUMO gap, the calculation gives 0.02378 hartree. As for the HOMO energy: -13.615 eV. The total charge is +5. As for the energy relative to the best compared isomer or geometry (same formula, charge and spin): 436.2 kJ/mol.

Positions of all 125 atoms, in Å:
C: -7.89397 -6.72080 -4.18400
C: -6.84395 -5.89331 -4.75477
O: -6.82217 -4.85577 -5.34961
N: -5.37660 -6.42258 -4.51600
H: -5.02720 -6.00448 -3.60547
H: -5.39239 -7.42644 -4.35312
C: -4.43112 -5.95741 -5.54841
H: -8.42663 -6.31805 -3.28330
H: -7.48722 -7.69432 -3.93775
H: -8.56501 -6.96772 -4.99865
H: -4.80477 -6.38449 -6.50131
H: -3.48230 -6.19171 -5.36732
H: -4.54556 -4.90996 -5.43491
C: -6.35445 -2.50860 7.74305
C: -6.21797 -3.10586 6.33354
O: -5.79963 -4.15905 6.09971
N: -6.45283 -2.20046 5.25645
H: -6.94696 -1.39159 5.58200
H: 0.97394 -5.05246 9.03242
C: -6.30776 -2.32310 3.77566
H: -7.30034 -2.15951 8.11345
H: -5.57330 -1.72861 7.75355
H: -5.88407 -3.32061 8.41220
H: -6.58368 -3.33518 3.47941
H: -5.30355 -2.06899 3.57090
H: -7.06670 -1.65093 3.41339
C: 6.00984 7.25459 6.28469
C: 5.44912 7.90536 5.03012
O: 4.86161 8.83446 4.69950
N: 5.79316 6.84857 3.62029
H: 5.13894 6.09144 3.66940
H: 5.37341 7.44287 2.96137
C: 7.19614 6.46004 3.38302
H: 6.61296 6.32407 6.12077
H: 5.02509 7.04410 6.77724
H: 6.64896 7.98952 6.84488
H: 7.67833 7.35577 2.97762
H: 7.34541 5.69256 2.61147
H: 7.73992 6.15685 4.31551
C: 5.05875 0.16473 -5.30044
C: 5.95706 0.88931 -4.29717
O: 5.77333 2.03726 -4.15908
N: 6.88656 0.20105 -3.50206
H: 5.23065 3.56466 -3.77105
H: 7.43592 0.76638 -2.91901
C: 7.37495 -1.18852 -3.99116
H: 5.62273 -0.67209 -5.86899
H: 4.78238 0.87252 -6.10874
H: 4.03492 -0.16654 -4.86283
H: 8.24233 -1.50115 -3.26180
H: 7.74042 -1.10748 -5.09535
H: 6.57567 -1.91899 -3.95475
C: -3.58426 -6.05945 7.84922
C: -4.35851 -7.34647 7.68775
O: -4.05943 -8.50772 7.68181
N: -5.87611 -7.06629 7.61626
H: -6.12814 -6.94275 8.55756
H: -5.99248 -6.15087 7.23048
C: -6.85816 -8.06415 7.06547
H: -3.47662 -5.99296 8.90574
H: -4.16452 -5.27504 7.37979
H: -2.61236 -6.19018 7.39466
H: -7.82556 -7.63346 6.81256
H: -7.01667 -8.79458 7.89443
H: -6.30910 -8.66530 6.30796
C: 5.47844 7.13519 -5.35776
C: 6.03897 6.52587 -6.49494
O: 6.84503 6.79031 -7.29627
N: 5.16407 5.13054 -6.91094
H: 5.72480 4.71394 -7.73120
H: 5.33772 4.44565 -6.17448
C: 3.72612 5.34351 -7.16309
H: 5.76576 8.16760 -5.44365
H: 5.80399 6.68779 -4.38779
H: 4.38544 7.20676 -5.42406
H: 3.13557 5.61740 -6.31393
H: 3.42675 4.44504 -7.52713
H: 3.52764 6.06808 -8.00961
C: 5.81876 -5.68209 -5.29413
C: 5.83515 -5.09418 -3.91492
O: 6.03520 -3.95885 -3.53733
N: 5.63708 -5.97402 -2.82374
H: -7.91468 -5.43953 9.42832
H: 5.85131 -6.93112 -3.07719
C: 5.40396 -5.69199 -1.48687
H: 5.57190 -4.87805 -6.03457
H: 5.04084 -6.49245 -5.31401
H: 6.81282 -6.01041 -5.53951
H: 5.96598 -6.39463 -0.94277
H: 4.29936 -5.92979 -1.21394
H: 5.69451 -4.66782 -1.22598
C: -5.24615 1.47166 -6.59666
C: -6.01652 1.87166 -5.38736
O: -6.29529 1.22377 -4.47237
N: -6.69409 3.25493 -5.51226
H: -4.80330 9.73950 3.38948
H: -6.49274 3.99730 -6.08804
C: -7.60748 3.80315 -4.73872
H: -5.98561 1.30770 -7.44006
H: -4.65454 0.54222 -6.50698
H: -4.69851 2.39765 -6.86358
H: -8.27621 4.39098 -5.45703
H: 4.07685 10.58593 -0.48879
H: -7.92092 3.19856 -4.03692
C: 3.87705 4.30875 -1.88426
C: 4.76655 5.20812 -2.71513
O: 4.78904 6.41193 -2.53586
O: 5.35708 4.57747 -3.77583
H: 2.91755 4.53737 -2.38394
H: 3.81390 4.65738 -0.85501
H: 3.96340 3.21576 -1.96165
C: -5.51753 6.81477 2.85396
C: -4.90417 8.13248 2.54604
O: -4.34534 8.37853 1.50053
O: -5.05207 8.87538 3.61110
H: -6.55019 6.55467 2.93607
H: -5.00531 6.40162 3.70616
H: -5.27092 6.05905 2.13142
C: 2.11503 -2.34480 7.71896
C: 2.05643 -3.78055 7.95942
O: 0.98079 -4.13457 8.62565
O: 2.87734 -4.53305 7.48684
H: 2.17934 -1.96458 8.70526
H: 1.02262 -2.08622 7.55736
H: 2.72095 -2.10743 6.86549

Atomic partial charges in e from the Löwdin method, atoms 1 to 2:
1 C 0.04
2 C -0.35


[3]
The following is a DFT calculation (the ωB97M-V functional and the def2-TZVPD basis) of a cluster of 14 separate species, C30H74FN28O14 in total.

For the HOMO-LUMO gap, the calculation gives 0.24432 hartree. As for the HOMO energy: -10.580 eV. The total charge is +1.

Positions of all 147 atoms, in Å:
C: -1.02402 2.15896 -1.11346
O: -1.37196 0.79886 -1.06134
C: -0.36688 -0.03795 -0.51086
C: -0.92386 -0.82026 0.68298
C: -0.45784 -0.23182 2.03657
C: 0.73284 -1.01933 2.57429
C: 1.59980 -0.25224 3.53433
N: 1.74806 1.03689 3.33743
N: 2.56003 1.70708 4.15523
C: 2.73781 3.12965 3.83559
C: 3.84084 3.33477 2.81823
C: 4.15739 4.65120 2.47389
C: 5.16028 4.89873 1.54570
C: 5.85915 3.84555 0.94770
C: 5.54233 2.52691 1.27474
C: 6.24878 1.36518 0.63272
C: 4.53282 2.28462 2.21851
C: 3.21319 1.15123 5.15482
C: 3.07982 -0.19792 5.44623
C: 2.25923 -0.89886 4.60430
F: 2.07423 -2.19065 4.76790
H: -0.06328 2.31083 -1.61021
H: -0.98473 2.60075 -0.11489
H: -1.77650 2.68792 -1.68839
H: -0.00970 -0.72277 -1.27085
H: 0.48394 0.57783 -0.20797
H: -2.00198 -0.72155 0.61632
H: -0.64597 -1.86682 0.60383
H: -0.19484 0.80326 1.85436
H: -1.28006 -0.25080 2.74610
H: 0.36753 -1.90466 3.08306
H: 1.36722 -1.33672 1.74722
H: 1.80080 3.42074 3.37317
H: 2.92809 3.67031 4.75408
H: 3.62643 5.48448 2.90888
H: 5.39326 5.91827 1.28433
H: 6.64155 4.04870 0.23383
H: 6.91727 1.68993 -0.15464
H: 5.51197 0.69958 0.18626
H: 6.78710 0.78687 1.37797
H: 4.31605 1.25032 2.44574
H: 3.85169 1.79751 5.74669
H: 3.59859 -0.66491 6.25959
C: 1.14193 0.52322 9.30622
O: 2.18806 0.98590 9.74655
N: 0.81496 0.61902 7.97506
N: 0.22886 -0.11192 10.07611
H: -0.03341 0.25012 7.58045
H: 1.46748 1.09952 7.38791
H: 0.42108 -0.20379 11.05646
H: -0.62434 -0.49034 9.70415
C: 0.05867 -0.96960 -4.54481
O: 0.68619 -1.17775 -3.51260
N: -0.33879 0.28677 -4.91396
N: -0.29227 -1.95506 -5.40879
H: -0.85012 0.47333 -5.75636
H: -0.11170 1.04181 -4.29749
H: -0.01805 -2.89096 -5.17927
H: -0.80024 -1.78913 -6.26395
C: -1.51558 -3.30472 7.88132
O: -1.89096 -2.20153 7.50821
N: -2.28833 -4.11401 8.65798
N: -0.28873 -3.81060 7.54960
H: -1.99856 -5.01933 8.97511
H: -3.19649 -3.77501 8.91512
H: 0.30514 -3.24173 6.97855
H: 0.03825 -4.71039 7.84632
C: 5.27506 2.85154 8.13929
O: 4.60679 3.10987 7.13079
N: 6.61673 3.08069 8.17057
N: 4.72220 2.31681 9.24664
H: 7.18777 2.88695 8.97126
H: 7.03866 3.48472 7.35572
H: 3.72247 2.15989 9.25249
H: 5.25118 2.07465 10.06348
C: -2.77879 -2.35815 -8.80589
O: -1.72505 -1.86345 -8.40767
N: -3.12660 -2.32702 -10.12520
N: -3.67135 -2.96403 -7.98096
H: -3.96958 -2.73430 -10.50405
H: -2.47577 -1.89695 -10.75473
H: -3.45725 -2.99434 -7.00328
H: -4.55245 -3.33958 -8.29817
C: -6.01930 -1.84222 -12.13324
O: -5.29409 -2.82746 -12.06905
N: -7.01960 -1.74452 -13.05660
N: -5.89589 -0.79244 -11.27618
H: -7.63355 -0.95567 -13.12392
H: -7.12854 -2.50670 -13.69948
H: -5.17302 -0.84503 -10.57859
H: -6.49304 0.01160 -11.29911
C: -7.64656 -3.59491 -8.74663
O: -6.64843 -3.04478 -8.27488
N: -7.85023 -3.60266 -10.09652
N: -8.58982 -4.20508 -7.99511
H: -8.63938 -4.02432 -10.54706
H: -7.12926 -3.15580 -10.63337
H: -8.45344 -4.20657 -7.00271
H: -9.41893 -4.64495 -8.37035
C: 4.08018 5.26710 -2.33934
O: 4.55653 6.23985 -1.77192
N: 3.97002 4.06066 -1.71076
N: 3.62979 5.31623 -3.62593
H: 3.58354 3.24060 -2.13838
H: 4.31041 4.02272 -0.76376
H: 3.70274 6.19241 -4.10729
H: 3.24143 4.52739 -4.10631
C: -12.18606 -3.48002 -8.08978
O: -11.36918 -4.39473 -8.09673
N: -13.29527 -3.49688 -8.88410
N: -12.04612 -2.38997 -7.29391
H: -13.98093 -2.76636 -8.88787
H: -13.42610 -4.29490 -9.47591
H: -11.24228 -2.36452 -6.69817
H: -12.70959 -1.64006 -7.24812
C: 5.97262 -3.09845 8.49224
O: 6.02769 -2.91729 9.69234
N: 5.04989 -2.43284 7.70517
N: 6.78657 -3.95078 7.81467
H: 4.97794 -2.56681 6.71471
H: 4.42537 -1.80344 8.17488
H: 7.46483 -4.46015 8.34978
H: 6.76416 -4.09529 6.82019
C: 9.70473 -4.03102 5.92507
O: 8.65990 -4.57847 5.60194
N: 10.90398 -4.67618 5.86830
N: 9.75084 -2.74069 6.37252
H: 11.77413 -4.25360 6.12914
H: 10.89985 -5.62541 5.54517
H: 8.88247 -2.24658 6.44495
H: 10.59792 -2.28109 6.64643
C: -13.19180 -2.20628 -3.73367
O: -13.70135 -1.78648 -4.75746
N: -11.85312 -2.08137 -3.46919
N: -13.91916 -2.83494 -2.76309
H: -11.42023 -2.42178 -2.63255
H: -11.29001 -1.61005 -4.14948
H: -14.90235 -2.94256 -2.92579
H: -13.52304 -3.18901 -1.91410
C: 6.44398 10.17766 -0.86819
O: 6.96181 11.09512 -0.25867
N: 5.84086 9.12164 -0.24198
N: 6.42022 10.12249 -2.23648
H: 5.41122 8.35674 -0.73143
H: 5.83927 9.12865 0.75944
H: 6.85189 10.87813 -2.73305
H: 5.99936 9.37135 -2.74891

Atomic partial charges in e from the Löwdin method, atoms 1 to 2:
1 C -0.12
2 O -0.18